(1)
{"formula": "C5H10FNS", "method": "the ωB97M-V functional and the def2-TZVPD basis", "symbols": ["C", "S", "C", "C", "C", "N", "C", "F", "H", "H", "H", "H", "H", "H", "H", "H", "H", "H"], "coordinates": [[-3.114, 0.327, 0.612], [-1.890, -0.546, -0.379], [-0.512, 0.489, -0.174], [0.744, 0.025, -0.196], [1.162, -1.367, -0.340], [2.277, -1.676, 0.522], [1.901, 1.016, -0.032], [1.419, 2.277, 0.018], [-3.310, 1.368, 0.265], [-2.762, 0.332, 1.631], [-4.043, -0.212, 0.602], [-0.711, 1.559, -0.034], [1.504, -1.523, -1.358], [0.295, -2.038, -0.199], [2.358, -2.729, 0.617], [2.008, -1.520, 1.484], [2.470, 0.842, 0.877], [2.630, 0.960, -0.845]], "forces_ev_per_angstrom": [[0.2752, 0.9690, -0.0755], [-0.5886, -0.2994, -0.4015], [0.5779, 0.1494, 0.2881], [0.1998, 1.9053, 0.4131], [-0.7891, -1.2150, -0.5490], [0.6882, -2.4297, 1.2706], [-0.0376, -1.1799, -0.2271], [-0.3794, 1.5046, 0.0561], [0.2733, -0.7598, 0.1510], [0.0254, 0.2238, 0.3869], [-0.3592, -0.3711, -0.2406], [0.1270, -0.4819, -0.1550], [0.0317, -0.0853, -0.3870], [0.1459, 0.2183, -0.0297], [0.1852, 1.4596, -0.8740], [-0.1507, 0.7578, 0.3247], [-0.0654, -0.1810, 0.2388], [-0.1597, -0.1847, -0.1896]], "spin_multiplicity": 1, "max_force_ha_per_bohr": 0.0550, "smiles": "CS/C=C(\\CN)CF", "orbital_gap_ev": 8.997, "e_above_lowest_kj_mol": 72.11}

***

(2)
{"formula": "C7H14", "method": "the ωB97M-V functional and the def2-TZVPD basis", "symbols": ["C", "C", "C", "C", "C", "C", "C", "H", "H", "H", "H", "H", "H", "H", "H", "H", "H", "H", "H", "H", "H"], "coordinates": [[-1.973, 2.738, -1.519], [-1.074, 1.885, -0.658], [-0.171, 1.068, -1.199], [0.717, 0.157, -0.399], [-0.029, -1.043, 0.150], [0.840, -2.154, 0.749], [1.353, -1.968, 2.200], [-1.982, 2.337, -2.537], [-1.410, 3.658, -1.754], [-2.978, 2.859, -1.146], [-1.051, 2.162, 0.394], [-0.154, 1.066, -2.288], [1.323, 0.733, 0.315], [1.581, -0.197, -0.994], [-0.743, -0.739, 0.923], [-0.539, -1.477, -0.714], [1.695, -2.402, 0.110], [0.195, -3.046, 0.750], [0.928, -2.650, 2.931], [2.425, -2.053, 2.282], [1.047, -0.933, 2.403]], "forces_ev_per_angstrom": [[1.5043, -0.0963, -1.0045], [0.3072, 0.6217, -0.4797], [-0.5171, 0.2473, 0.4818], [1.7278, 0.4681, -0.4412], [0.6273, -0.2647, 0.3081], [-0.0742, -1.3413, 0.2415], [-0.6399, 1.1501, -0.7940], [-0.5011, -0.4855, 0.1346], [-0.7590, 0.3521, 0.7708], [-0.1080, 0.3692, 0.0830], [-0.1455, -0.5555, 0.1446], [0.0733, -0.5166, 0.0498], [-0.7466, 0.0016, 0.6007], [-0.6660, -0.1935, -0.3649], [-0.2165, 0.0322, -0.3399], [-0.3728, 0.0375, 0.2401], [-0.2184, 0.1599, -0.1758], [0.2788, 0.0681, -0.1337], [-0.2871, 0.0384, -0.0749], [0.3715, 0.1173, -0.0480], [0.3618, -0.2100, 0.8014]], "spin_multiplicity": 1, "max_force_ha_per_bohr": 0.0359, "smiles": "C/C=C/CCCC", "orbital_gap_ev": 10.378, "e_above_lowest_kj_mol": 128.81}

***

(3)
{"formula": "C20H21ClN2O3", "method": "the ωB97M-V functional and the def2-TZVPD basis", "symbols": ["C", "C", "C", "C", "C", "C", "C", "N", "C", "O", "C", "C", "C", "O", "N", "C", "C", "C", "C", "C", "C", "Cl", "C", "C", "C", "O", "H", "H", "H", "H", "H", "H", "H", "H", "H", "H", "H", "H", "H", "H", "H", "H", "H", "H", "H", "H", "H"], "coordinates": [[0.926, 3.668, -2.617], [1.721, 3.246, -1.419], [2.770, 4.028, -0.946], [3.467, 3.664, 0.187], [3.155, 2.487, 0.861], [2.140, 1.665, 0.362], [1.406, 2.078, -0.745], [1.813, 0.504, 1.096], [1.565, -0.749, 0.629], [1.209, -1.637, 1.384], [1.829, -1.037, -0.840], [0.741, -1.963, -1.389], [-0.578, -1.213, -1.477], [-0.662, -0.117, -1.991], [-1.626, -1.893, -0.941], [-2.971, -1.538, -0.900], [-3.465, -0.340, -1.411], [-4.817, -0.056, -1.352], [-5.703, -0.953, -0.783], [-5.231, -2.149, -0.268], [-3.881, -2.434, -0.328], [-3.311, -3.945, 0.322], [2.046, 0.685, 2.516], [3.528, 1.025, 2.700], [3.895, 1.240, 4.162], [3.858, 2.214, 1.997], [0.342, 4.559, -2.389], [0.246, 2.877, -2.922], [1.586, 3.907, -3.449], [3.030, 4.941, -1.461], [4.263, 4.278, 0.577], [0.566, 1.487, -1.077], [2.792, -1.556, -0.875], [1.902, -0.134, -1.438], [1.011, -2.286, -2.396], [0.656, -2.837, -0.742], [-1.430, -2.779, -0.490], [-2.776, 0.357, -1.855], [-5.178, 0.878, -1.756], [-6.758, -0.731, -0.738], [-5.908, -2.861, 0.179], [1.792, -0.242, 3.030], [1.423, 1.503, 2.892], [4.126, 0.198, 2.284], [3.734, 0.324, 4.724], [4.940, 1.528, 4.237], [3.285, 2.034, 4.585]], "forces_ev_per_angstrom": [[-0.0028, 0.0560, 0.0332], [0.0198, -0.1243, 0.0260], [-0.0075, -0.0969, 0.0880], [-0.0352, -0.1230, 0.1150], [-0.0830, -0.0309, -0.2673], [0.2175, 0.2663, -0.1006], [0.1101, 0.2560, 0.0368], [-0.0177, 0.2183, 0.3563], [0.1052, 0.0198, -0.2881], [-0.0440, -0.2907, -0.0001], [-0.2324, -0.1965, -0.0204], [0.1541, 0.2256, 0.0673], [0.2218, -0.4849, 0.0651], [-0.0059, 0.2818, -0.1563], [-0.0391, -0.4915, 0.2598], [-0.3231, 0.1028, -0.0287], [0.1028, 0.1283, -0.0786], [-0.0556, -0.0972, 0.0580], [-0.0390, -0.0052, 0.0123], [0.0288, 0.0358, -0.0190], [-0.0221, 0.1106, -0.0414], [-0.0020, -0.0704, 0.0356], [0.2895, -0.0872, 0.2219], [-0.2451, -0.4397, 0.4463], [-0.0521, 0.0263, -0.4913], [0.0231, 0.2180, -0.1024], [-0.0777, 0.0573, -0.0642], [-0.0727, -0.0239, -0.0907], [-0.0159, 0.0143, -0.1099], [0.0403, 0.1178, -0.0567], [0.1087, 0.0726, 0.0534], [-0.0508, -0.0905, -0.0188], [-0.0184, 0.0741, 0.0177], [0.0640, -0.1138, -0.0034], [-0.0642, -0.0086, 0.0223], [0.0124, -0.0032, -0.0813], [0.1616, 0.2627, -0.1558], [0.0068, -0.0047, 0.0051], [-0.0162, 0.0860, -0.0388], [-0.0983, 0.0154, 0.0088], [-0.0100, -0.0823, 0.0430], [0.0468, 0.1612, -0.0250], [0.0255, -0.0523, 0.0171], [-0.1364, 0.1225, 0.0362], [0.0016, -0.1041, 0.0856], [0.0950, 0.0108, 0.0552], [-0.0681, 0.0814, 0.0724]], "spin_multiplicity": 1, "max_force_ha_per_bohr": 0.0131, "smiles": "Cc1ccc2c(c1)N(C(=O)CCC(=O)Nc1ccccc1Cl)C[C@H](C)O2", "orbital_gap_ev": 8.890, "e_above_lowest_kj_mol": 0.00}

***

(4)
{"formula": "C3H8N2O", "method": "the ωB97M-V functional and the def2-TZVPD basis", "symbols": ["C", "C", "O", "C", "N", "N", "H", "H", "H", "H", "H", "H", "H", "H"], "coordinates": [[2.012, -0.815, -0.734], [1.294, -0.312, 0.280], [-0.071, -0.864, 0.748], [-1.014, -0.113, 0.066], [-1.964, 0.493, 0.961], [-0.208, 0.996, -0.463], [1.577, -0.995, -1.710], [3.077, -0.968, -0.607], [1.780, 0.027, 1.188], [-1.511, -0.675, -0.735], [-2.857, 0.604, 0.498], [-2.071, -0.095, 1.780], [0.183, 0.887, -1.391], [-0.229, 1.829, 0.120]], "forces_ev_per_angstrom": [[-0.4832, 0.4919, 0.2120], [-0.4817, -2.8168, 1.7672], [1.7270, 0.4541, -0.9597], [0.7798, 2.0579, -0.4805], [-0.1945, -0.4272, 0.4931], [-1.0397, -0.4382, -0.5174], [-0.0655, -0.7074, 0.1449], [0.0029, 0.6429, -0.1883], [0.0116, 0.0864, -0.1012], [0.2272, -0.0783, -0.1129], [-0.0477, -0.0047, 0.1795], [-0.1497, 0.0216, -0.0305], [-0.2605, 0.8550, 0.4681], [-0.0259, -0.1370, -0.8744]], "spin_multiplicity": 1, "max_force_ha_per_bohr": 0.0653, "smiles": "C=COC(N)N", "orbital_gap_ev": 9.226, "e_above_lowest_kj_mol": 370.20}

***

(5)
{"formula": "C49H35Br2N4O4PS2Sn", "method": "the ωB97M-V functional and the def2-TZVPD basis", "symbols": ["Sn", "O", "C", "C", "C", "C", "C", "C", "C", "O", "N", "N", "C", "C", "Br", "C", "C", "C", "C", "C", "C", "C", "H", "H", "H", "H", "H", "H", "H", "H", "H", "H", "H", "H", "H", "H", "S", "C", "C", "C", "C", "N", "C", "C", "C", "S", "C", "N", "H", "H", "Br", "C", "C", "C", "C", "C", "C", "C", "O", "O", "H", "H", "H", "H", "C", "C", "C", "C", "C", "C", "P", "C", "C", "C", "C", "C", "C", "C", "C", "C", "C", "C", "C", "H", "H", "H", "H", "H", "H", "H", "H", "H", "H", "H", "H", "H", "H", "H"], "coordinates": [[-0.271, 1.296, 0.147], [-1.512, -2.563, 1.842], [-2.019, -3.219, 0.771], [-2.405, -4.544, 0.929], [-2.879, -5.263, -0.159], [-2.978, -4.668, -1.410], [-2.630, -3.331, -1.553], [-2.165, -2.594, -0.472], [-1.867, -1.117, -0.630], [-0.640, -0.756, -0.106], [-2.934, -0.347, 0.072], [-2.624, 0.818, 0.639], [-3.555, 1.659, 0.904], [-3.352, 2.909, 1.619], [-1.763, 3.060, 2.667], [-4.210, 3.929, 1.670], [-5.470, 4.037, 0.912], [-6.573, 4.628, 1.534], [-7.785, 4.737, 0.871], [-7.909, 4.275, -0.433], [-6.811, 3.718, -1.073], [-5.599, 3.600, -0.409], [-1.098, -1.740, 1.524], [-2.330, -4.991, 1.914], [-3.163, -6.300, -0.027], [-3.339, -5.233, -2.259], [-2.718, -2.842, -2.519], [-1.940, -0.875, -1.695], [-3.862, -0.450, -0.324], [-4.582, 1.441, 0.610], [-3.994, 4.750, 2.342], [-6.476, 4.983, 2.553], [-8.635, 5.183, 1.373], [-8.855, 4.362, -0.953], [-6.899, 3.376, -2.097], [-4.734, 3.208, -0.932], [1.627, 0.927, -2.060], [0.708, 1.390, -3.490], [1.401, 1.373, -4.697], [0.814, 1.826, -5.864], [1.568, 1.858, -7.085], [2.190, 1.901, -8.051], [-0.506, 2.305, -5.806], [-1.190, 2.327, -4.606], [-0.603, 1.885, -3.409], [-1.585, 2.016, -1.976], [-1.153, 2.809, -6.989], [-1.689, 3.227, -7.916], [2.421, 1.011, -4.721], [-2.203, 2.703, -4.572], [1.490, -6.603, -4.184], [1.394, -5.284, -2.826], [1.544, -5.661, -1.502], [1.489, -4.689, -0.512], [1.281, -3.360, -0.846], [1.105, -3.008, -2.179], [1.167, -3.967, -3.182], [0.767, -1.597, -2.540], [-0.171, -1.257, -3.202], [1.704, -0.751, -2.032], [1.689, -6.702, -1.248], [1.595, -4.973, 0.527], [1.213, -2.601, -0.078], [1.035, -3.686, -4.219], [5.614, 2.091, 5.625], [4.387, 2.734, 5.571], [3.515, 2.482, 4.519], [3.863, 1.586, 3.512], [5.100, 0.945, 3.571], [5.970, 1.197, 4.622], [2.614, 1.238, 2.192], [3.739, 0.742, 0.835], [3.868, -0.523, 0.274], [4.715, -0.727, -0.814], [5.417, 0.330, -1.365], [5.283, 1.605, -0.820], [4.459, 1.806, 0.273], [1.909, -0.275, 2.953], [0.643, -0.095, 3.517], [0.047, -1.100, 4.265], [0.700, -2.311, 4.430], [1.954, -2.504, 3.866], [2.567, -1.487, 3.148], [6.295, 2.287, 6.443], [4.108, 3.436, 6.348], [2.556, 2.986, 4.474], [5.391, 0.254, 2.789], [6.929, 0.694, 4.661], [3.297, -1.356, 0.663], [4.808, -1.723, -1.233], [6.069, 0.168, -2.214], [5.817, 2.443, -1.253], [4.366, 2.795, 0.711], [0.143, 0.860, 3.391], [-0.931, -0.940, 4.704], [0.233, -3.107, 4.996], [2.465, -3.450, 4.001], [3.569, -1.637, 2.765]], "forces_ev_per_angstrom": [[0.0259, -0.3033, -0.1117], [0.0058, 0.0466, 0.0628], [-0.0334, -0.0478, -0.1026], [0.0188, 0.0030, 0.0409], [0.0380, 0.0259, 0.0469], [-0.0507, -0.0127, -0.0597], [-0.0001, 0.0047, 0.0174], [0.0110, 0.1985, 0.0165], [-0.0825, -0.0312, -0.0577], [0.0392, 0.1881, 0.1042], [0.0380, -0.4817, 0.1716], [-0.2838, 0.2024, -0.2688], [-0.0729, 0.0154, 0.0703], [0.2156, 0.0294, 0.0987], [-0.1116, 0.0037, 0.0074], [-0.2171, 0.0254, -0.1177], [-0.0131, -0.0246, -0.0211], [0.0131, -0.0636, 0.0011], [0.0017, 0.0071, 0.0177], [0.0020, 0.0093, 0.0115], [-0.0136, -0.0449, -0.0020], [0.0356, 0.0614, 0.0080], [0.0439, -0.0303, -0.0111], [0.0591, -0.0135, -0.0615], [-0.0042, 0.0391, -0.0116], [0.0312, 0.0190, 0.0247], [0.0330, -0.0295, 0.0446], [0.0859, 0.0910, -0.0374], [-0.0445, 0.1281, 0.0503], [-0.0031, -0.0164, 0.0866], [0.0328, -0.0325, 0.0029], [-0.0186, 0.0168, -0.0316], [0.0357, -0.0107, -0.0176], [0.0346, 0.0013, 0.0150], [0.0236, 0.0270, 0.0227], [-0.0149, 0.0037, -0.0022], [-0.1846, -0.2690, 0.0231], [0.1887, 0.0817, -0.0955], [0.0125, -0.0002, -0.0076], [0.0035, 0.0267, -0.0859], [0.0307, -0.0034, -0.0926], [-0.0796, -0.0420, 0.1295], [-0.0042, 0.0060, 0.0022], [0.0202, 0.0031, 0.0764], [-0.0054, 0.0301, -0.0200], [-0.0559, -0.0316, 0.0174], [-0.0739, 0.0450, -0.0570], [0.0727, -0.0710, 0.1073], [-0.0065, 0.0297, 0.0124], [0.0113, 0.0203, -0.0621], [-0.0098, 0.0333, 0.0265], [0.0238, -0.0900, -0.0576], [-0.0242, 0.0291, 0.0511], [-0.0266, -0.0229, -0.0001], [0.0312, 0.0599, -0.0146], [0.0314, 0.0651, 0.1314], [-0.1057, 0.1012, -0.0544], [-0.1482, 0.0231, 0.0944], [0.1269, 0.0070, -0.0688], [0.2612, -0.1021, -0.1335], [0.0331, 0.0240, -0.0166], [-0.0120, 0.0055, -0.0266], [-0.0319, 0.0255, 0.0038], [-0.0397, -0.0252, 0.0384], [-0.0021, -0.0031, -0.0222], [-0.0518, 0.0191, 0.0422], [0.0538, -0.0171, -0.0531], [0.0033, -0.0555, -0.1199], [-0.0041, 0.1357, 0.1016], [0.0023, -0.0355, -0.0300], [0.4285, 0.1233, 0.5371], [-0.1176, 0.0350, -0.0564], [-0.0354, 0.0203, -0.0789], [-0.0694, -0.0514, 0.0098], [0.0344, 0.0319, 0.0255], [0.0053, 0.0045, 0.0516], [-0.0145, -0.1183, -0.0105], [-0.1123, 0.0751, -0.1168], [0.1124, -0.0602, -0.0476], [-0.0265, -0.0116, -0.0274], [-0.0724, 0.0079, -0.0118], [0.0815, -0.0316, -0.0030], [-0.0679, -0.0414, 0.0316], [-0.0108, -0.0012, -0.0150], [0.0003, -0.0267, -0.0313], [0.0207, 0.0138, 0.0134], [0.0078, -0.0056, -0.0066], [-0.0303, 0.0199, -0.0095], [0.0195, 0.0296, -0.0395], [-0.0169, 0.0392, -0.0089], [-0.0285, 0.0023, 0.0094], [0.0136, -0.0445, 0.0269], [-0.0072, 0.0037, -0.0704], [-0.0428, -0.0471, -0.0115], [0.0234, -0.0174, -0.0195], [0.0045, 0.0105, -0.0169], [0.0055, 0.0240, 0.0140], [-0.0059, 0.0093, 0.0153]], "spin_multiplicity": 1, "max_force_ha_per_bohr": 0.0136, "orbital_gap_ev": 7.213, "e_above_lowest_kj_mol": 17.45}

***

(6)
{"formula": "C4H15N2O", "method": "the ωB97M-V functional and the def2-TZVPD basis", "symbols": ["C", "N", "C", "C", "N", "C", "H", "H", "H", "H", "H", "H", "H", "H", "H", "H", "H", "H", "H", "H", "H", "O"], "coordinates": [[0.111, -0.289, -1.198], [-0.931, -1.024, -0.487], [-1.957, -1.644, -1.297], [0.223, 1.157, -0.715], [0.695, 1.264, 0.676], [2.138, 0.980, 0.749], [1.055, -0.777, -0.967], [-0.011, -0.296, -2.271], [-0.575, -1.650, 0.227], [-1.613, -2.357, -2.050], [-2.579, -2.268, -0.702], [-2.476, -0.834, -1.825], [1.017, 1.549, -1.338], [-0.686, 1.712, -0.967], [0.189, 0.472, 1.209], [0.546, 2.191, 1.034], [2.311, 0.436, 1.670], [2.566, 0.432, -0.067], [2.763, 1.847, 0.895], [-0.848, 0.160, 3.093], [-1.369, -0.772, 2.042], [-0.568, -0.288, 2.289]], "forces_ev_per_angstrom": [[-0.0410, -0.4162, 1.7014], [-0.0232, 0.0929, 0.3877], [0.3611, 0.3491, -0.9929], [0.1410, -0.0166, -2.2462], [0.1891, -1.3935, -1.0635], [1.1896, -0.1060, 1.6133], [0.3336, -0.0899, -0.3590], [-0.2034, -0.0197, -0.2576], [0.2260, -0.0678, -0.5869], [0.5586, 0.1422, -0.2849], [-0.9591, 0.0676, 0.7259], [-0.3809, -0.4690, 0.2256], [0.1333, 0.6489, -0.1517], [0.0405, -0.0334, 0.7403], [-0.0583, 1.4830, 0.2482], [-0.5405, 0.2713, 0.4557], [0.0079, -0.4477, 0.0475], [-0.3772, -0.3368, -0.5175], [-0.2795, 0.7437, -0.3244], [0.2873, 0.1656, 0.3136], [0.1415, -0.0203, -0.3688], [-0.7466, -0.5474, 0.6941]], "total_charge": 1, "spin_multiplicity": 1, "max_force_ha_per_bohr": 0.0438, "orbital_gap_ev": 9.583, "e_above_lowest_kj_mol": 154.30}